Below is 4 unconnected molecules or ions with the total composition CH10O3 at a distorted geometry, with properties calculated with ωB97M-V with the def2-TZVPD basis set.

Calculated values
**Max |F|**: 2.248 eV/Å
**Energy relative to the best compared isomer or geometry (same formula, charge and spin)**: 17.5 kJ/mol
**Multiplicity**: 2
**Charge**: +1
**LUMO level (spin up / spin down)**: -0.148 / -0.435 Eh
**Total energy**: -7329.891 eV

Bonds (Å) are listed after each position.
Element x y z (Å)
1 C 1.43847 0.15993 0.51159  H2 1.084, H3 1.094, H4 1.092, H5 1.092
2 H 0.44412 -0.25352 0.63261  C1 1.084
3 H 1.48734 1.15714 0.95890  C1 1.094
4 H 1.80940 0.36954 -0.49389  C1 1.092
5 H 2.10622 -0.55705 0.99372  C1 1.092
6 H -1.30805 -3.00147 0.41330  O8 0.982
7 H 0.11674 -2.67459 1.14061  O8 0.942
8 O -0.72561 -2.35437 0.86690  H6 0.982, H7 0.942
9 H -0.33835 1.81325 -1.92435  O11 0.997
10 H 0.10005 0.30370 -2.09934  O11 0.991
11 O 0.10293 1.18228 -2.55769  H9 0.997, H10 0.991
12 H -1.94637 0.58208 0.82095  O14 0.975
13 H -1.47066 2.01884 0.61015  O14 0.968
14 O -1.81624 1.25425 0.12652  H12 0.975, H13 0.968